# 1
Here is a 5-piece molecular cluster, C22H50BN2O9S4 overall in a non-equilibrium geometry from OMol25. Energies are from ωB97M-V/def2-TZVPD.

Results
multiplicity: 2
relative energy (zero: lowest compared OMol25 entry of this formula, charge and spin): 0.00 kJ/mol
gap between HOMO and LUMO (spin up / spin down): 8.4797 / 8.8905 eV
E_HOMO (spin up / spin down): -8.28 / -8.70 eV

Last column: Mulliken charge in e.
Positions of all 88 atoms, in Å:
O -4.18790 5.40028 1.86579  -0.669
H 5.50590 2.02069 0.73746  -0.006
C -2.74333 -1.38761 0.53674  -3.526
H -2.55491 3.01125 0.08733  0.308
H 5.94320 1.44979 -2.98486  0.358
H -3.68840 -0.83026 2.87254  0.322
H 3.98310 2.68083 0.09095  0.292
N -0.44744 -1.06688 -0.11030  0.958
H 5.46057 -0.23847 -2.64061  0.344
O 3.47851 1.13545 2.55142  -0.573
O 0.65497 -0.02520 -1.88967  -0.580
S 7.30399 0.44982 -1.28684  0.545
H -4.96582 -2.56109 -0.12628  0.394
H 2.39859 -0.27160 0.28928  0.410
H 4.37691 -6.39860 -3.63773  0.345
H 9.30836 -0.21192 -2.35555  0.335
H 6.13351 1.94129 3.13363  0.307
C -2.64113 5.68072 3.99167  -1.104
C -3.37249 2.70081 -0.54030  -1.923
H -1.76992 5.96524 3.40611  0.316
H -2.32106 5.15421 4.89081  0.360
H -5.38674 5.35525 4.42872  0.387
H -3.83259 1.49439 -2.76386  0.405
H -2.33246 -4.54711 -2.31601  0.282
C -5.26632 -1.52493 -0.03050  -1.859
H 2.13667 -3.39481 -2.68856  0.383
O 7.77804 1.79609 -0.86348  -0.627
C 0.15478 -2.81206 1.56496  -1.796
H 1.12072 0.32547 1.28876  0.429
H 2.96141 -2.80033 -1.23062  0.163
H -6.17614 -1.51339 0.54877  0.464
C 0.55782 -0.24311 -0.70830  0.503
H 2.21828 -4.41887 -1.22581  0.339
C -4.96832 4.38047 4.17756  -1.077
H -3.21532 6.57003 4.25226  0.337
H 8.27910 0.74568 -3.45155  0.309
H -1.50914 1.15380 0.09707  0.822
C -0.09105 -2.44574 0.13274  0.555
H 1.23163 -2.93390 1.65104  0.457
C -1.85111 -0.86500 -0.59277  4.166
H -5.28493 1.25744 -1.77871  0.410
H -4.30617 3.10278 -0.17792  0.486
C -2.02554 0.65439 -0.71440  -3.973
H -4.57777 3.88955 5.06877  0.353
C 2.74337 -3.68210 -1.83028  -0.774
C 3.56578 -5.79382 -3.23831  -0.975
H 5.84235 3.70132 3.29769  0.376
H -4.21328 -2.26073 -3.57940  0.337
H 7.88640 -0.97085 -3.11283  0.341
O 5.00720 -4.90826 -1.20178  -0.634
H -1.60487 0.99692 -1.64809  0.430
C 5.41913 2.70669 3.43594  -0.998
C 4.73480 2.77589 0.87229  -0.636
H -2.37668 -0.77769 -2.73644  0.523
H 5.14711 2.56646 4.47962  0.336
H -4.70062 -2.12797 2.28024  0.468
H -4.30261 -0.10293 -2.25618  0.397
H 1.84201 1.33698 -0.02214  0.291
O 0.02445 -3.27221 -0.73734  -0.473
H -5.73205 3.75552 3.72053  0.306
S 3.92314 2.55344 2.45636  0.479
S 4.29453 -4.38538 -2.39370  0.521
H -0.13106 -2.03358 2.25348  0.349
H 2.98315 -6.38101 -2.52910  0.292
H -1.08145 -1.82208 -2.34461  0.147
O -3.89031 1.34454 1.58083  -0.651
C -4.49900 -1.06401 2.20212  -2.163
C -4.14725 -0.80152 0.72815  2.167
C 1.51145 0.35916 0.28613  -1.539
H 5.02437 1.05963 -1.50940  -0.079
H -0.28148 -3.77337 1.78921  0.416
C -2.05778 -1.50573 -2.00389  -1.733
C 8.29101 -0.04573 -2.70194  -0.950
H -2.21317 -1.13603 1.44759  0.659
B -3.00603 -2.76202 -2.12077  0.915
O -2.67010 -3.99976 -1.60581  -0.668
H -2.80310 -2.47052 0.55251  0.495
H -5.41448 -0.55645 2.46402  0.556
C -4.26575 0.93261 -1.95072  -2.142
H -5.41311 -1.16623 -1.03397  0.299
H -3.25536 3.10047 -1.53845  0.466
O -4.25305 -2.66639 -2.71165  -0.597
S -3.64462 4.58251 2.98063  0.782
C 5.78061 0.70393 -2.20609  -0.535
H 2.93505 -5.44194 -4.05464  0.334
H 5.17567 3.77112 0.83088  0.425
N -4.17479 0.66991 0.53406  0.723
C -3.46970 1.16630 -0.67444  2.588

***

# 2
Here is a 5-piece molecular cluster, C22H50INO7P overall in a non-equilibrium geometry from OMol25. Energies are from ωB97M-V/def2-TZVPD.

Results
gap between HOMO and LUMO: 6.9374 eV
total charge: -1
E_HOMO: -5.23 eV

Last column: Mulliken charge in e.
Positions of all 82 atoms, in Å:
H 4.81816 -4.44406 -5.62011  0.325
H -5.97190 7.23163 1.07893  0.341
P -3.73872 5.43904 3.46780  1.183
H 5.81009 -1.89890 0.06969  0.376
C -1.67966 4.22090 1.77395  0.135
H 2.31820 -1.19965 0.45064  0.319
H -1.59936 2.01046 -2.11375  0.291
C 3.88137 -1.28178 -0.71367  0.255
I 0.17038 4.52626 -0.71846  -0.102
H 4.94799 -7.71624 -2.84386  0.238
H 4.29420 -0.62779 -1.48271  0.271
H -3.38501 6.49846 1.30819  0.603
H -4.87672 3.10344 4.24016  0.431
C 4.98993 -5.94437 -4.07600  0.341
H -6.73016 1.99193 3.17065  0.457
C 3.53134 -2.62962 -1.32492  -0.861
H 3.55329 -7.55133 -3.90263  0.313
H 3.41922 -5.21863 -3.15828  0.242
C 3.72699 -6.20620 0.37941  -1.282
H 3.47619 -5.57881 -5.57566  0.355
C -3.11668 6.88514 4.55366  -0.857
O 4.37660 -5.11907 -3.08765  -0.346
C -0.33572 0.54372 -3.80683  -1.193
C 4.56008 -5.49173 -5.46363  -1.392
H 0.61284 -0.73764 -1.54073  0.081
C -2.59236 7.77199 5.17919  -0.143
H -6.96710 3.72149 3.14906  0.233
H 0.32010 3.34063 1.71971  0.472
C 2.83066 -7.02262 -0.53747  0.837
C -4.18001 6.61283 2.03023  -1.245
C -0.12941 0.03624 -1.35626  -0.676
O 2.06115 -6.14971 -1.36580  -0.535
O 2.70096 -0.63983 -0.23214  -0.482
H 4.41117 -3.13005 -1.72433  0.363
H 1.24751 -7.34871 0.89984  0.374
H -1.84941 3.22356 2.13751  0.049
H -1.33703 4.95062 3.71419  0.499
H 4.34619 -6.85122 1.00516  0.433
C -0.15797 4.24900 1.39030  -1.043
H -5.67051 4.90863 -0.04712  0.315
C -6.37902 2.91719 2.72458  -1.243
O -2.06443 1.17690 -2.24627  -0.521
H -3.38297 4.58125 4.55048  -0.087
H 2.80713 -2.50603 -2.13200  0.277
H 5.03775 -6.08884 -6.24255  0.411
H 3.12697 -5.56394 1.03095  0.331
H 0.39352 0.97529 -1.16267  0.194
H 1.26705 -8.50948 -0.42061  0.359
H -6.45210 2.84943 1.64833  0.242
O -5.42160 5.59042 4.18124  -0.604
H -2.22368 4.41053 0.86328  0.351
O -4.26969 4.10810 2.49996  -0.071
C 1.90491 -7.93547 0.25255  -1.476
H -6.13728 5.65663 1.83015  0.108
H -4.14284 7.64959 2.32727  0.530
H 0.40405 -0.21808 -4.06234  0.339
H 3.07166 -3.28284 -0.57669  0.111
H -1.49448 6.23341 2.56809  0.502
C -1.91058 5.27114 2.84116  -1.818
C -5.84595 6.72074 4.45725  0.509
H 5.11654 -8.05318 -4.57446  0.459
C -5.45988 6.29272 1.27925  -0.364
C -1.08448 0.18267 -2.53165  0.284
H 3.44503 -7.61946 -1.20855  -0.022
H 0.33056 5.05831 1.91052  0.535
H 4.37761 -5.55695 -0.20754  0.257
H 1.50887 -5.61087 -0.79050  0.340
H -0.68215 -0.21708 -0.44925  0.299
H 4.46917 -2.05121 1.22019  0.320
C 4.88617 -1.43431 0.41887  -1.305
N -6.33593 7.76133 4.62949  -0.664
H 5.12568 -0.46204 0.85060  0.341
H 6.06692 -5.80931 -3.96425  0.302
H 0.17872 1.50093 -3.68866  0.278
H -1.62959 -0.75178 -2.68043  0.282
C -4.92336 3.06681 3.15317  -0.440
H -4.43188 2.13371 2.86016  0.356
H 2.47107 -8.63073 0.87405  0.368
C 4.63492 -7.40463 -3.84035  -1.232
H -1.03074 0.64972 -4.64124  0.336
H -2.24418 8.72526 5.42882  0.444
O -5.16438 5.71617 -0.00667  -0.585

***

# 3
Here is C22H50InN3O2P2 as an isolated structure in a non-equilibrium geometry from OMol25. Energies are from ωB97M-V/def2-TZVPD.

Results
relative energy (zero: lowest compared OMol25 entry of this formula, charge and spin): 0.00 kJ/mol
gap between HOMO and LUMO: 8.3484 eV
total charge: +2
E_HOMO: -14.32 eV

Last column: Mulliken charge in e.
Positions of all 80 atoms, in Å:
N -1.01337 -0.15560 4.52051  0.077
C -2.77142 0.12642 0.21867  -0.078
H 1.58182 -5.08208 0.20787  0.375
H -0.07948 -5.57418 0.55212  0.346
H -1.69039 -4.05138 1.70951  0.321
H -3.07459 -0.21878 4.76153  0.412
C 1.83684 -2.43655 -1.15297  -0.930
H -0.28727 -0.97719 6.36722  0.417
P 0.19468 -2.48798 -0.34070  0.401
H -2.39663 -4.35107 -0.25275  0.269
H 2.43760 -3.26267 -0.75054  0.308
N 1.34863 -0.05701 4.01753  0.112
C 0.33124 3.38902 1.57140  1.059
H -0.36746 5.55939 -0.82140  0.207
H -0.02424 5.49745 1.19539  0.363
H -1.99812 -0.33218 6.34268  0.316
C -0.43932 4.83325 -1.62886  -1.401
H 1.35628 0.10189 -1.79602  0.298
P 0.20060 2.52726 -0.05461  0.358
C 2.30044 -0.09680 2.90786  -0.161
H 2.17275 0.78871 2.23557  -0.170
H -1.67789 3.95945 2.16314  0.421
C 0.03140 -0.11858 3.63926  -0.033
H 3.42802 1.31560 -1.63005  0.453
H -0.61132 0.85278 6.38078  0.334
C 2.66599 -1.15511 -0.96008  -1.197
H -1.13073 5.24160 -2.36550  0.474
H -2.42460 4.32300 0.24753  0.254
H 3.18376 1.17447 0.12548  0.470
H -2.52802 0.73559 3.32095  0.104
H 1.61876 4.99968 0.80636  0.371
H 2.18145 -1.10011 5.65446  0.292
H 3.44523 -1.10360 -1.74610  0.454
C -0.99507 -3.33604 -1.57430  0.595
H -2.76988 2.62490 -0.21122  0.066
C -2.37075 -3.52839 -0.96856  -1.429
H -2.47620 -1.07411 3.27858  0.133
H -1.05057 -2.55479 -2.34592  0.493
H 1.13512 2.80732 2.03118  0.097
C -0.95338 -0.15025 6.01092  -1.107
C -0.91649 3.22376 2.40161  -1.660
C 1.82867 2.56566 -0.87127  -0.937
O -3.83034 -0.04840 0.62905  -0.178
H 1.71644 -2.63385 -2.22784  0.533
C -2.35355 -0.17990 3.92764  -0.552
In -0.47160 0.00622 -0.09918  2.958
C 1.93678 -0.06262 5.37117  -1.114
H -0.65894 3.36402 3.44861  0.514
H 3.29968 -0.07924 3.35811  0.420
H -1.03817 2.82669 -2.05219  0.525
H 1.07457 -5.41146 1.84378  0.441
H -3.05826 3.94260 -1.35352  0.506
H 1.24586 0.40181 6.07638  0.400
H 1.70518 2.89204 -1.91116  0.541
C 0.77876 4.82201 1.47461  -1.685
C -1.00003 3.50444 -1.18444  0.546
H 2.17847 -1.02677 2.29426  -0.194
C 2.65839 1.27618 -0.83659  -1.225
H 1.18272 -3.03253 1.67688  0.161
C 0.74965 -4.96249 0.90366  -1.685
C 0.34778 -3.53242 1.17592  1.012
H -2.77736 -2.62979 -0.49326  0.185
H -3.04631 -3.78854 -1.78462  0.498
H 1.10718 5.14447 2.46128  0.429
H -0.96773 0.10312 -1.71241  -0.437
H -1.24378 -2.41580 2.15254  0.164
H -0.33112 -5.40822 -1.48880  0.223
N 1.88305 0.05870 -0.91145  -0.195
H -0.61243 -3.76305 3.05073  0.535
H 0.54416 -4.43819 -2.67213  0.331
H 0.53544 4.75636 -2.11443  0.340
C -0.87215 -3.42815 2.05136  -1.740
H -1.11278 -4.90864 -2.96802  0.473
H -1.37242 2.24207 2.32464  0.104
H 3.17548 -1.16114 0.01808  0.441
H 2.85094 0.53493 5.27892  0.398
C -2.38576 3.59222 -0.56554  -1.238
O -0.27593 -0.12622 2.38682  -0.872
C -0.42238 -4.58496 -2.19149  -1.416
H 2.42658 3.33945 -0.37891  0.307